The following is a DFT calculation (the ωB97M-V functional and the def2-TZVPD basis) of a structure of composition C6H2InO4.

## Properties
Multiplicity: 1
Total charge: +1
Total energy (eV): -19606.688
HOMO (eV): -13.608
Energy above the lowest of the compared OMol25 structures with the same formula, charge and spin (kcal per mole): 7.6

Last column: natural (NBO) charge in e.
Element x y z (Å)
O  1.405  -1.636  0.986  -0.55
O  -1.694  2.364  -0.682  -0.36
C  -1.422  0.119  -0.495  -0.06
H  2.333  0.875  0.592  0.27
C  -0.633  -0.989  -0.033  0.37
O  -0.952  -2.162  0.013  -0.59
C  0.792  -0.723  0.471  0.37
O  1.062  2.765  -0.242  -0.34
In  0.660  -4.280  0.514  0.96
C  0.512  1.670  -0.171  0.32
H  -2.449  -0.052  -0.794  0.27
C  -0.932  1.432  -0.465  0.33
C  1.320  0.618  0.305  0.00

The following is a DFT calculation (the ωB97M-V functional and the def2-TZVPD basis) of a structure of composition C15H35N4NiO6P.

## Properties
Multiplicity: 3
Total energy (eV): -84694.430
HOMO (alpha / beta) (eV): -6.287 / -6.227
Energy above the lowest of the compared OMol25 structures with the same formula, charge and spin (kcal per mole): 0.0

Last column: Löwdin spin population.
Element x y z (Å)
H  -1.794  2.958  3.157  0.00
O  3.295  -1.082  -0.886  0.00
H  -0.473  0.868  2.937  0.00
N  -0.630  -0.713  -1.842  0.06
H  -1.557  -2.214  -0.614  0.00
H  0.511  -4.675  -2.811  0.00
H  -3.106  -0.096  -0.797  0.00
O  -1.558  -1.609  -1.990  0.01
N  1.345  0.775  -1.460  0.09
H  0.425  -3.665  3.381  0.00
C  2.288  -2.080  -1.223  0.02
H  0.832  -5.435  -1.510  0.00
H  -0.975  -3.828  2.282  0.00
C  1.536  1.650  -3.780  0.00
H  2.621  1.640  -3.613  0.00
H  1.336  1.239  -4.778  0.00
H  0.918  2.884  -0.064  0.00
H  -1.845  0.001  2.268  0.00
O  -1.405  -2.541  0.372  0.01
H  -3.663  0.628  0.728  0.00
C  -0.313  0.061  -2.923  0.02
H  1.577  -2.222  -0.395  0.01
Ni  0.348  -0.346  -0.241  1.49
C  -2.184  1.831  -0.359  0.01
H  -1.225  4.342  0.453  0.00
P  -0.737  1.323  0.626  0.05
H  -1.833  1.917  -1.398  0.00
H  3.162  -0.853  3.276  0.00
C  -1.368  0.991  2.309  0.01
O  2.575  0.498  1.404  0.01
H  4.129  -1.554  -0.731  0.00
H  2.719  -3.063  -1.465  0.00
H  -3.176  2.236  2.298  0.00
C  -1.132  -0.060  -4.150  0.00
C  0.851  0.847  -2.737  0.00
H  -0.690  4.252  2.152  0.00
N  -0.344  -1.810  0.760  0.06
H  2.646  0.934  0.482  0.00
C  1.334  -1.256  2.245  0.01
N  1.551  -0.382  1.246  0.06
H  -4.210  1.281  -0.822  0.00
H  1.759  -1.717  -2.107  0.00
H  1.749  -1.053  4.343  0.00
H  -0.726  0.579  -4.940  0.00
O  2.358  1.481  -1.113  0.03
C  0.302  2.820  0.842  0.01
C  -0.375  -3.119  2.866  0.00
H  -2.679  1.615  3.877  0.00
H  -1.147  -1.100  -4.507  0.00
C  -3.350  0.849  -0.298  0.00
H  1.191  2.696  -3.779  0.00
H  2.461  -2.468  3.569  0.00
O  1.242  -4.871  -2.198  0.00
H  1.006  2.575  1.651  0.00
C  0.189  -2.079  1.973  0.01
C  -0.371  4.157  1.110  0.00
C  -2.307  2.020  2.929  0.00
H  -2.174  0.236  -3.959  0.00
H  -1.023  -2.675  3.640  0.00
H  0.362  4.950  0.925  0.00
H  -2.476  2.838  -0.033  0.00
C  2.228  -1.406  3.420  0.00

The following is a DFT calculation (the ωB97M-V functional and the def2-TZVPD basis) of a cluster of 5 separate species, C13H30FO11S3 in total.

## Properties
Multiplicity: 2
Total energy (eV): -71706.006
HOMO (alpha / beta) (eV): -10.535 / -10.534

Last column: Löwdin spin population.
Element x y z (Å)
H  -4.005  -0.458  3.984  0.00
S  3.751  -0.569  -0.177  0.00
H  6.913  -1.563  1.034  0.00
S  -3.121  -1.663  1.262  0.00
O  -2.295  -1.081  2.295  0.01
O  -0.735  -2.502  -3.241  0.00
H  -0.998  -5.347  -3.850  0.00
H  1.464  6.255  2.246  0.00
H  1.287  -0.156  -2.378  0.00
S  -0.647  -0.832  -3.485  0.00
C  3.215  1.128  0.203  0.00
C  -4.898  0.040  2.017  0.00
H  -0.257  0.430  -1.575  0.00
C  -2.827  -0.792  -0.371  0.00
H  0.296  3.510  2.388  0.00
H  -2.525  0.241  -0.201  0.00
C  5.965  -1.848  0.579  0.00
C  0.299  -0.409  -1.995  0.00
H  -2.767  -2.858  -3.904  0.00
C  1.002  4.209  1.940  0.00
H  -2.631  -5.079  -4.240  0.00
H  1.318  4.384  -0.243  0.00
H  3.815  1.814  -0.394  0.00
C  -4.838  0.089  3.542  0.00
C  5.306  -3.144  1.182  0.00
C  -0.466  6.089  1.313  0.00
H  3.519  1.286  1.238  0.00
H  5.529  -2.968  2.234  0.00
H  -1.406  -3.180  -5.064  0.00
H  -1.994  -5.032  -2.569  0.00
H  -5.873  0.295  1.601  0.00
H  4.267  -3.221  0.859  0.00
H  -5.701  -0.410  3.982  0.00
H  2.140  1.230  0.055  0.00
H  5.856  -3.992  0.775  0.00
C  0.600  5.603  2.376  0.00
O  -1.210  7.060  1.427  0.00
O  -2.034  -0.295  -3.545  0.00
C  0.519  4.185  0.472  0.01
O  -4.725  -1.256  1.489  0.00
H  0.072  5.809  3.306  0.00
O  -0.439  5.301  0.242  0.00
H  -2.072  -1.326  -0.948  0.00
H  -3.774  -0.833  -0.911  0.00
O  5.087  -0.782  0.827  0.00
H  6.124  -1.933  -0.496  0.00
O  4.095  -0.635  -1.590  0.00
O  2.684  -1.467  0.230  0.00
H  -4.718  1.092  3.952  0.00
C  -1.837  -4.700  -3.595  0.00
H  0.288  3.202  0.062  0.00
H  -4.234  0.661  1.414  0.00
O  0.233  -0.639  -4.663  0.00
F  -0.195  0.852  1.074  0.98
C  -1.739  -3.199  -4.026  0.00
H  0.311  -1.223  -1.271  0.00
O  -2.952  -3.105  0.984  0.00
H  1.964  3.740  2.149  0.00

Q: Among the records above, which one has the highest total energy?
A: C6H2InO4

Q: Look up the multiplicity of the second one.
A: 3

Q: Which value of total energy does entry 3 give?
A: -71706.006 eV

Q: The lowest total energy belongs to which entry?
A: C15H35N4NiO6P